1.
A cluster of 2 separate species, C2H8NO2 in total in a non-equilibrium geometry. Source: OMol25; level of theory: ωB97M-V with the def2-TZVPD basis set.

Values from the calculation:
highest occupied orbital energy	-2.9	eV
calculated total energy	-7788.557	eV
lowest unoccupied orbital energy	4.36	eV
gap between HOMO and LUMO	7.27	eV
2S+1	1
relative energy (zero: lowest compared OMol25 entry of this formula, charge and spin)	14.49	kcal per mole
total charge	-1

Positions of all 13 atoms, in Å:
C  0.65147  0.86368  1.27772
N  0.09451  -0.24120  0.50608
C  -0.98505  0.33911  -0.55545
O  -1.84389  1.14311  -0.03695
H  1.72527  0.95357  1.11083
H  0.19912  1.80854  0.99039
H  0.52456  0.76137  2.35498
H  -0.52797  -0.77436  1.10055
H  -0.28613  0.75783  -1.33486
H  -1.29016  -0.64201  -0.98744
H  0.99530  -1.18838  -0.58424
H  1.75113  -2.51810  -0.58809
O  1.61242  -1.75238  -1.15939

2.
A cluster of 2 separate species, C2H8NO2 in total in a non-equilibrium geometry. Source: OMol25; level of theory: ωB97M-V with the def2-TZVPD basis set.

Values from the calculation:
highest occupied orbital energy	-15.5	eV
calculated total energy	-7782.131	eV
lowest unoccupied orbital energy	-3.29	eV
gap between HOMO and LUMO	12.17	eV
2S+1	1
relative energy (zero: lowest compared OMol25 entry of this formula, charge and spin)	19.08	kcal per mole
total charge	+1

Positions of all 13 atoms, in Å:
C  1.46602  -0.39136  -1.89651
N  1.04651  0.11116  -0.50415
H  2.40903  0.05824  -2.20349
H  1.42287  -1.47120  -1.87459
H  0.66250  0.00831  -2.50071
H  0.19581  -0.42130  -0.19249
H  0.89820  1.11412  -0.58262
H  1.78663  -0.00179  0.18947
O  -1.17542  -0.42783  0.77193
C  -1.88816  -0.17708  1.71198
O  -1.67497  0.87952  2.46723
H  -2.74856  -0.78423  1.98133
H  -2.40045  1.50345  2.63262

3.
A cluster of 2 separate species, C2H8NO2 in total in a non-equilibrium geometry. Source: OMol25; level of theory: ωB97M-V with the def2-TZVPD basis set.

Values from the calculation:
highest occupied orbital energy	-15.4	eV
calculated total energy	-7782.316	eV
lowest unoccupied orbital energy	-3.46	eV
gap between HOMO and LUMO	11.91	eV
2S+1	1
relative energy (zero: lowest compared OMol25 entry of this formula, charge and spin)	14.83	kcal per mole
total charge	+1

Positions of all 13 atoms, in Å:
C  -0.79959  -1.87097  -0.26741
N  -0.48443  -0.92455  0.82852
H  -0.65395  -2.90032  0.05697
H  -1.82995  -1.72619  -0.55750
H  -0.20387  -1.63775  -1.13197
H  -0.36370  0.06025  0.50852
H  0.38435  -1.13726  1.33570
H  -1.22711  -0.94172  1.52970
O  -0.34033  1.52168  -0.59777
C  0.77376  1.97230  -0.66002
O  1.37894  2.49776  0.40146
H  1.34891  1.90363  -1.58440
H  2.01697  3.18315  0.13820

4.
The molecule C2H8NO2P in a non-equilibrium geometry. Source: OMol25; level of theory: ωB97M-V with the def2-TZVPD basis set.

Values from the calculation:
highest occupied orbital energy	-7.8	eV
calculated total energy	-17075.350	eV
lowest unoccupied orbital energy	0.74	eV
gap between HOMO and LUMO	8.55	eV
2S+1	1
relative energy (zero: lowest compared OMol25 entry of this formula, charge and spin)	93.16	kcal per mole

Positions of all 14 atoms, in Å:
C  0.68831  -0.39594  -1.49495
P  0.02809  0.32265  0.07708
C  0.57854  -0.67266  1.52287
O  0.87171  1.65770  0.04390
N  -1.49873  0.82251  0.04691
O  -2.52160  -0.26846  -0.15707
H  1.75392  -0.09028  -1.78012
H  0.67233  -1.42574  -1.65463
H  -0.05376  0.13530  -2.16194
H  -0.32203  -0.77622  2.24368
H  0.84498  -1.55031  0.95177
H  1.45048  -0.25575  2.13054
H  0.69031  2.27012  0.74646
H  -3.18256  0.22707  -0.51451